Density functional theory data (ωB97M-V/def2-TZVPD) for an isolated ion of composition C7H13N2O and charge +1.

Calculated values
LUMO level (eV): -4.470
SMILES: C/[NH+]=C/CCN(C)C=C=O
Charge: +1
HOMO energy (eV): -11.8
DFT total energy (a.u.): -458.9001

The geometry in XYZ format:
```
23
C7H13N2O ωB97M-V/def2-TZVPD
C 2.77692 -1.16138 0.31469
C 0.74274 1.30175 0.85413
C 0.44482 -0.15488 1.26862
C 1.68081 -1.31290 -0.46237
C -0.48943 1.92232 0.28207
C -2.09122 1.43526 -1.77600
C -0.43349 -2.20969 0.37598
N -0.84610 1.35286 -0.85287
N 0.43223 -1.10761 0.16179
O 3.66042 -0.84342 0.99354
H 1.10755 1.93596 1.69106
H 1.40128 1.22296 -0.00668
H 1.29531 -0.40797 1.86170
H -0.45279 -0.05829 1.89506
H 1.48552 -1.64752 -1.37199
H -1.26342 2.60901 0.64283
H -2.50296 0.49194 -1.55757
H -2.78300 2.30999 -1.53911
H -1.91024 1.50620 -2.82454
H -0.36013 -2.72237 -0.48577
H -0.14577 -3.04689 1.03525
H -1.41191 -1.95795 0.72179
H -0.33714 0.54262 -1.22161
```

***

Density functional theory data (ωB97M-V/def2-TZVPD) for a 2-piece molecular cluster, C7H13N2O overall.

Calculated values
LUMO level (spin up / spin down) (eV): -3.922 / -3.924
Charge: +1
HOMO energy (spin up / spin down) (eV): -11.2 / -11.2
DFT total energy (a.u.): -458.8749

The geometry in XYZ format:
```
23
C7H13N2O ωB97M-V/def2-TZVPD
C 0.78739 0.65825 -3.51178
C -0.50957 0.64836 -3.05948
C 1.60617 0.80390 -2.40946
C -0.50011 0.84823 -1.67212
C 1.58054 -0.45136 2.45857
C -0.68688 -0.34879 1.37997
C -1.51467 1.03189 -0.63378
N -2.80139 0.66108 -0.94954
N 0.71221 0.12419 1.25583
O 0.84000 0.83070 -1.30844
H 1.16238 0.78339 -4.50845
H -1.31616 0.46667 -3.78662
H 2.69758 0.81580 -2.28837
H 1.40643 -1.50634 2.77038
H 2.68875 -0.75811 2.20683
H 1.33340 0.25958 3.25353
H -1.11200 -0.06813 2.29717
H -0.74275 -1.39324 1.29116
H -1.34461 1.79047 0.08239
H -3.59752 0.89138 -0.33246
H -2.90062 -0.21733 -1.44415
H 0.78650 1.10869 1.29868
H 0.88531 -0.26118 0.27225
```

***

Density functional theory data (ωB97M-V/def2-TZVPD) for C7H13N2O2P in the gas phase.

Calculated values
Spin multiplicity: 3
LUMO level (spin up / spin down) (eV): 0.831 / -2.191
HOMO energy (spin up / spin down) (eV): -4.5 / -9.2
⟨S²⟩: 2.01
DFT total energy (a.u.): -875.6657

The geometry in XYZ format:
```
25
C7H13N2O2P ωB97M-V/def2-TZVPD
C -2.37636 0.47773 -1.56439
C -1.96982 -0.17946 -0.65039
C -0.45430 -1.96906 0.02975
C -1.45719 -0.90555 0.50501
C 1.89951 -2.18891 -0.55591
C -1.38632 1.17280 1.80325
C 1.29138 2.48779 -0.85486
N 0.75348 -1.31282 -0.43417
N -0.76938 -0.07942 1.47556
O 2.31601 0.42153 0.95672
O 0.64928 1.22447 -0.81605
P 1.03178 0.15636 0.31619
H -2.71750 1.02070 -2.39495
H -0.22829 -2.64546 0.86570
H -0.88666 -2.55172 -0.79052
H -2.29816 -1.40912 1.00831
H 2.11934 -2.71872 0.37819
H 1.70352 -2.92676 -1.33813
H 2.76718 -1.59271 -0.83080
H -2.32376 0.96127 2.32956
H -0.72397 1.71504 2.47754
H -1.61579 1.80409 0.93490
H 1.63894 2.65170 -1.87666
H 2.14114 2.50782 -0.16840
H 0.57847 3.26797 -0.58080
```

***

Density functional theory data (ωB97M-V/def2-TZVPD) for an isolated ion of composition C7H13N2O3 and charge -1.

Calculated values
LUMO level (eV): 3.380
SMILES: CCCN[N-]CC(=O)OC(C)=O
Charge: -1
HOMO energy (eV): -1.8
DFT total energy (a.u.): -609.6905

The geometry in XYZ format:
```
25
C7H13N2O3 ωB97M-V/def2-TZVPD
C 3.14891 -0.87945 0.62352
C 2.22118 -1.26975 -0.55991
C 0.71625 -1.02553 -0.23198
N -0.06931 -2.26730 -0.08277
N -1.15027 -2.02158 0.83565
C -2.22513 -1.31502 0.18800
C -2.36784 0.16657 0.66209
O -2.70871 0.40395 1.74478
O -2.12163 1.25147 -0.25560
C -1.16321 2.11446 0.12750
C -1.04706 3.44042 -0.62864
O -0.39479 1.91567 0.97680
H 3.38440 -1.74077 1.25845
H 4.06518 -0.40994 0.24460
H 2.65247 -0.16006 1.28593
H 2.49163 -0.62581 -1.40870
H 2.35827 -2.32842 -0.80258
H 0.25322 -0.31137 -0.94515
H 0.66653 -0.55157 0.75029
H -0.44291 -2.54592 -0.99671
H -3.18478 -1.80568 0.43509
H -2.14580 -1.30086 -0.92621
H -1.67290 3.48335 -1.52258
H -1.27924 4.23647 0.08377
H 0.01555 3.54667 -0.85564
```

***

Density functional theory data (ωB97M-V/def2-TZVPD) for C7H13N3O4 in the gas phase.

Calculated values
LUMO level (eV): 0.447
SMILES: C[C@H](NC(=O)[C@@H](N)CC(N)=O)C(=O)O
HOMO energy (eV): -9.5
DFT total energy (a.u.): -739.8285

The geometry in XYZ format:
```
27
C7H13N3O4 ωB97M-V/def2-TZVPD
C 1.59706 -0.99578 0.14355
C 0.19861 -1.03482 -0.42752
C 2.34825 0.22455 -0.39903
C 1.81946 1.51825 0.10978
C -2.20152 -0.47621 -0.02267
C -2.61088 0.87819 -0.65758
C -3.12548 -0.75838 1.12494
H 1.72688 -2.98680 0.25775
H 2.14896 -2.45771 -1.19950
H 1.53059 -1.04384 1.23293
H 3.41626 0.17722 -0.11436
H 2.33886 0.18617 -1.50569
H 2.21265 3.53632 0.09677
H 3.36370 2.59780 -0.76020
H -0.54861 -0.01209 1.18802
H -2.38641 -1.27346 -0.79640
H -2.93499 -1.76701 1.51173
H -3.06048 -0.06217 1.97714
H -4.17232 -0.65854 0.80383
H -0.94420 1.50480 0.02456
N 2.25074 -2.25268 -0.21634
N 2.49974 2.62891 -0.22599
N -0.79764 -0.56274 0.38080
O -0.05056 -1.48657 -1.53922
O 0.73046 1.59550 0.71895
O -3.69182 1.11220 -1.13505
O -1.65729 1.86888 -0.57121
```

***

Density functional theory data (ωB97M-V/def2-TZVPD) for C7H13N4 as an isolated structure.

Calculated values
LUMO level (eV): -3.626
Charge: +1
HOMO energy (eV): -13.2
DFT total energy (a.u.): -493.2781

The geometry in XYZ format:
```
24
C7H13N4 ωB97M-V/def2-TZVPD
C 1.59834 0.70358 0.30648
C 1.06466 -1.28898 0.97865
C 1.28467 1.99406 -0.36164
C -0.64876 0.18658 -0.33557
C 0.33931 -2.53071 1.30168
C -1.72355 0.68249 0.58227
C -1.09070 -0.64929 -1.49761
N 2.62084 0.20350 0.90463
N 2.28315 -1.01880 1.32505
N 0.54660 -0.19293 0.29396
N 0.03983 1.72705 -1.10154
H 1.13600 2.77803 0.38668
H 2.10546 2.29877 -1.01262
H -0.68689 -2.51395 0.94734
H 0.86583 -3.37695 0.86596
H 0.34727 -2.67040 2.38124
H -1.35287 1.45165 1.25621
H -2.05427 -0.15252 1.20337
H -2.58657 1.04914 0.03233
H -1.46791 -1.60367 -1.12541
H -0.26850 -0.87286 -2.17418
H -1.90359 -0.17278 -2.04208
H -0.66094 2.46439 -1.03419
H 0.21259 1.50461 -2.08103
```

***

What are the ΔE to the lowest compared entry with this formula, charge and spin values for these records? In order: 4.7306; 5.4162; 0.0000; 5.1214; 0.3802; 1.9135 eV.
What are the strongest force on any atom values for these records? In order: 4.942; 4.929; 3.369; 3.838; 2.358; 2.035 eV/A.